Entry 1:
22
Properties=species:S:1:pos:R:3:lowdin_charge:R:1 method="wB97M-V/def2-TZVPD" fmax_ha_per_bohr=0.059 lumo_energy_ev=-2.579 gap_ev=5.26
C -0.830 0.527 1.473 -0.141
C 0.349 -0.362 1.257 -0.135
C -0.237 -1.648 0.533 -0.327
N 0.715 -2.488 -0.074 0.020
N -1.121 1.675 0.573 0.022
C -0.833 1.823 -0.877 -0.277
O -0.118 0.915 -1.639 -0.078
H -1.844 0.363 0.742 0.115
H -0.984 0.829 2.483 0.118
H 1.153 0.068 0.630 0.089
H 0.852 -0.815 2.094 0.117
H -0.883 -2.182 1.231 0.093
H -0.995 -1.287 -0.143 0.069
H 1.379 -1.947 -0.642 0.044
H 1.262 -3.076 0.543 0.075
H -1.973 2.208 0.826 0.158
H -1.824 1.755 -1.375 0.128
H -0.332 2.807 -1.076 0.144
H -2.733 -0.659 1.397 0.222
H 2.719 -0.420 -1.715 -0.057
H 0.756 0.551 -1.238 0.007
O 2.051 -0.212 -1.062 -0.408

***

Entry 2:
11
Properties=species:S:1:pos:R:3:lowdin_charge:R:1 method="wB97M-V/def2-TZVPD" fmax_ha_per_bohr=0.028 lumo_energy_ev=0.669 gap_ev=10.70
H -2.950 -0.860 -0.084 0.051
N -1.963 -0.688 -0.241 0.109
C -1.619 0.417 0.274 -0.321
O -0.374 0.888 0.186 -0.054
C 0.501 0.009 -0.507 -0.251
C 1.870 0.519 -0.347 -0.069
C 2.766 0.129 0.355 0.120
H -2.236 1.123 0.833 0.134
H 0.192 -0.153 -1.535 0.117
H 0.490 -0.961 0.003 0.122
H 3.324 -0.422 1.065 0.042

***

Entry 3:
9
Properties=species:S:1:pos:R:3:lowdin_charge:R:1 method="wB97M-V/def2-TZVPD" fmax_ha_per_bohr=0.044 lumo_energy_ev="-0.922 / -0.849" gap_ev="7.93 / 8.14"
C 1.177 -1.242 0.821 -0.682
C 0.687 -0.194 1.405 -0.686
C 0.412 1.613 -0.490 -1.121
Cl 1.408 -2.770 1.691 0.557
Cl 0.291 0.517 2.870 0.675
Cl 1.726 2.658 -0.741 0.568
Br 0.060 0.283 -1.736 0.694
H 1.658 -1.241 -0.140 0.017
H -0.402 2.246 -0.248 -0.021

***

Entry 4:
15
Properties=species:S:1:pos:R:3:lowdin_charge:R:1 method="wB97M-V/def2-TZVPD" fmax_ha_per_bohr=0.057 lumo_energy_ev=0.712 gap_ev=9.63
C 1.708 -0.699 1.428 -0.048
C 1.771 -0.158 0.208 -0.858
C 1.835 1.238 -0.163 -0.154
Cl 1.429 -1.194 -1.131 0.651
H 1.784 -0.021 2.243 0.055
H 1.653 -1.753 1.588 0.046
H 0.799 1.346 -0.521 0.057
H 2.296 1.839 0.559 0.064
H 2.455 1.421 -1.083 0.093
C -2.303 -1.806 1.362 -0.078
C -1.658 -0.678 0.716 -0.276
N -1.032 0.079 0.161 0.157
H -1.653 -2.742 1.255 0.110
H -2.502 -1.650 2.475 0.099
H -3.342 -1.878 0.978 0.083

***

One value per record, in order, for energy: -420.46712, -285.28466, -4069.93546, -710.20690 Eh.